(1)
This record from OMol25 describes a molecular structure, C23H47CrO16. The level of theory is the ωB97M-V functional and the def2-TZVPD basis.

Output
- LUMO energy (spin up / spin down) (eV) = -4.02 / -3.75
- 2S+1 = 5
- charge = +1
- Kohn-Sham gap (spin up / spin down) (eV) = 6.9480 / 7.3365

The geometry in XYZ format:
```
87
Properties=species:S:1:pos:R:3:forces:R:3
Cr 5.88625 -24.20628 19.86362 -2.1 -0.5 -3.5
C 6.00035 -24.49512 15.63777 -0.3 0.6 -0.7
C 4.77601 -24.58751 16.53130 2.3 0.0 1.3
C 3.71408 -25.49639 15.92106 -0.9 -0.6 0.5
O 5.24688 -24.93222 17.86718 -0.3 -0.1 1.3
H 6.73282 -23.76223 15.97608 0.1 -0.2 0.5
H 5.62153 -24.02040 14.73264 0.2 -0.4 -0.7
H 6.50582 -25.44065 15.44137 -0.1 0.0 0.0
H 4.42393 -23.55595 16.53009 -0.7 0.1 0.2
H 3.47916 -25.25878 14.88354 0.0 0.6 0.1
H 2.79378 -25.48181 16.50496 -0.3 0.6 -0.1
H 3.82831 -26.57908 15.86780 1.2 -0.2 0.3
C 2.86136 -21.00577 20.71814 -0.2 0.8 -0.5
C 4.23626 -20.40405 20.73660 0.8 -0.6 1.4
O 4.83907 -20.04113 19.49137 -2.0 0.7 1.6
C 5.42335 -20.92008 18.74406 0.8 0.4 2.6
O 5.56830 -22.08557 19.02719 -0.1 -2.7 0.2
O 6.06162 -20.24015 17.89085 1.4 0.2 -4.7
C 6.42460 -20.91061 16.62668 0.7 -0.8 -0.1
H 2.65312 -21.76037 19.95965 0.2 0.2 -0.2
H 2.27151 -20.10025 20.57605 -1.1 -0.7 0.1
H 2.73130 -21.49276 21.68459 -0.4 0.3 0.1
H 4.83094 -21.05168 21.38082 1.0 -0.3 -0.7
H 4.21842 -19.50283 21.34945 -0.1 0.3 -0.5
H 6.80133 -20.20173 15.88934 -0.4 0.4 0.5
H 5.63169 -21.52577 16.20126 -0.6 0.6 0.2
H 7.21423 -21.65216 16.74789 0.2 0.3 0.7
C 5.91968 -29.68869 18.36810 -0.9 -0.8 -0.8
C 5.59792 -28.43408 19.14339 -0.5 -0.3 -1.2
O 6.86294 -28.07549 19.60790 0.8 -0.7 0.8
C 7.02948 -27.06183 20.38512 -0.6 -1.4 -2.2
O 6.19992 -26.20542 20.54755 -1.5 2.9 1.0
O 8.20761 -27.14111 20.79174 3.4 0.4 1.4
C 8.78705 -26.34412 21.80719 0.5 0.4 0.4
H 5.09716 -29.92478 17.69295 0.0 0.1 -0.2
H 6.05639 -30.60307 18.94545 0.0 0.3 0.5
H 6.82651 -29.59336 17.77090 -0.1 0.4 0.0
H 4.89271 -28.58352 19.96098 0.1 0.0 0.1
H 5.27346 -27.60468 18.51497 -0.4 -0.1 -0.2
H 9.81262 -26.12151 21.51269 0.0 -0.4 0.0
H 8.76038 -26.97712 22.69416 0.1 0.5 0.2
H 8.32737 -25.36682 21.95443 -0.5 -0.2 0.0
C 4.32853 -28.06851 12.97457 1.5 -0.3 -0.8
C 5.83624 -27.60993 13.10874 -2.2 0.3 0.0
O 6.65875 -27.65882 11.90311 -0.2 0.3 -0.5
C 6.35455 -26.93210 10.79463 -0.5 0.7 -1.3
O 5.36464 -26.22787 10.61210 2.4 -1.7 0.7
O 7.31809 -27.07195 9.75113 -2.8 0.3 2.3
C 8.52805 -27.72370 10.01564 1.3 -0.5 0.3
H 3.76914 -27.37128 12.35082 0.0 -0.1 0.2
H 3.88832 -28.19194 13.96405 0.1 0.3 0.0
H 4.30009 -29.04922 12.49968 -0.1 0.0 -0.1
H 6.28648 -28.23578 13.87926 0.5 0.0 -0.5
H 5.74580 -26.59604 13.49853 0.6 0.2 -0.2
H 9.02922 -27.87429 9.05948 -0.1 0.2 0.0
H 8.46550 -28.70525 10.48549 -0.5 0.0 0.0
H 9.16665 -27.11228 10.65316 0.0 0.1 0.0
C 0.84425 -21.53545 16.16375 0.4 -0.3 0.6
C 0.87924 -21.41894 14.65933 0.0 0.2 -0.4
O 2.14508 -22.03311 14.18580 -0.9 -1.3 -0.8
C 2.06993 -23.18818 13.43083 -3.2 -1.3 -1.3
O 1.06021 -23.91272 13.22136 3.0 2.6 1.3
O 3.23327 -23.38168 12.81248 -0.1 1.2 1.6
C 3.41534 -24.37558 11.83812 1.3 -0.6 -1.0
H 0.84788 -22.57608 16.48804 0.3 -0.1 -0.2
H 0.03290 -21.10055 16.74740 -0.4 0.3 -0.8
H 1.74127 -21.03923 16.53420 0.2 -0.2 0.2
H 0.93123 -20.37700 14.34350 0.4 0.1 0.1
H -0.00396 -21.76978 14.12550 0.3 -0.8 0.1
H 2.81016 -24.24028 10.94171 -0.4 -0.1 0.4
H 3.47123 -25.40494 12.19224 -0.9 0.2 0.3
H 4.45108 -24.25288 11.52142 -0.1 0.4 -0.1
C 4.55897 -25.52777 24.01638 0.0 -1.0 -0.1
C 3.37212 -24.59237 23.73719 1.7 0.1 -0.7
O 2.58987 -25.09351 22.62580 -1.0 -0.1 -0.9
C 2.91254 -25.01395 21.30741 -0.3 -2.0 2.6
O 3.94524 -24.57499 20.89175 1.6 1.7 -0.6
O 2.05041 -25.71625 20.61678 -0.6 0.6 0.7
C 2.18425 -25.88689 19.22266 1.2 -1.0 -1.7
H 4.28314 -26.54757 24.28476 -0.7 0.0 -0.2
H 5.24602 -25.31315 24.83491 -0.3 1.0 0.0
H 5.15798 -25.64722 23.11359 0.0 0.2 -0.1
H 3.80154 -23.63808 23.43217 -0.2 0.3 0.1
H 2.72002 -24.42967 24.59532 -0.2 -0.3 -0.4
H 1.80315 -25.08387 18.59178 -0.7 -0.1 0.5
H 1.83340 -26.89424 18.99850 -1.1 0.4 0.1
H 3.19027 -26.01069 18.82181 0.8 0.6 0.9
```
Forces are in eV/Å.


(2)
This record from OMol25 describes 3 unconnected molecules or ions with the total composition C23H47FN8O2P2. The level of theory is the ωB97M-V functional and the def2-TZVPD basis.

Output
- LUMO energy (eV) = 0.06
- charge = 0
- Kohn-Sham gap (eV) = 8.0655

The geometry in XYZ format:
```
83
Properties=species:S:1:pos:R:3:forces:R:3
C 3.17746 1.90008 1.56557 0.7 0.2 -0.2
C 3.18494 0.78165 0.52689 -0.1 -0.4 0.5
C 1.81719 0.16972 0.18213 0.4 0.1 -0.2
F 1.91274 -0.30862 -1.14331 0.0 -0.1 0.0
C 0.64710 1.10971 0.24808 0.1 -0.2 0.1
C 0.67252 2.27410 -0.46095 0.0 0.2 -0.2
C -0.41683 3.17195 -0.45165 0.4 -0.4 0.1
C -1.51155 2.86289 0.29576 -0.4 0.6 -0.2
C -1.59611 1.66584 1.03209 0.0 0.3 -0.1
N -2.73965 1.41174 1.73340 0.5 -0.3 0.0
C -2.72640 0.27471 2.36825 -0.4 0.0 0.1
C -1.63991 -0.63405 2.33503 0.1 -0.2 0.2
N -0.53057 -0.40697 1.69261 -0.4 0.2 0.0
C -0.50154 0.77740 1.01344 0.3 -0.2 -0.1
H 2.94499 1.54458 2.56863 -0.3 0.0 -0.1
H 4.19355 2.29984 1.62178 0.0 0.0 0.1
H 2.54367 2.74211 1.30005 -0.2 -0.1 0.1
H 3.70860 1.05661 -0.38871 -0.2 0.3 -0.1
H 3.77874 -0.02828 0.95824 0.1 0.0 -0.2
H 1.65886 -0.70799 0.80136 -0.3 0.1 0.0
H 1.55224 2.49985 -1.05091 0.0 0.1 -0.1
H -0.35715 4.08539 -1.02509 -0.1 0.0 0.0
H -2.35211 3.54409 0.32292 -0.1 -0.1 0.1
H -3.60111 0.01027 2.95286 0.0 0.0 0.0
H -1.73246 -1.56604 2.88331 0.1 0.0 0.0
C -0.88272 4.53166 -7.07087 0.0 0.1 -0.3
N -0.23702 5.05439 -5.88910 0.2 -0.2 0.0
C -1.12155 5.88861 -5.09358 0.2 0.2 0.2
P 1.25044 4.61699 -5.13895 -1.6 -3.4 -4.7
O 0.80350 3.83930 -3.94415 1.2 2.5 1.8
N 2.12373 3.36643 -5.98936 -0.4 0.0 -0.8
C 1.43981 2.41749 -6.85997 -0.2 0.0 0.0
C 3.01378 2.64896 -5.07914 0.1 0.2 0.2
N 2.23040 5.82533 -5.84742 1.1 0.9 3.7
C 2.50721 7.00852 -5.03498 -0.2 0.1 0.0
C 2.21405 6.09004 -7.25546 -0.3 -0.2 -0.5
H -1.27492 5.35426 -7.68156 -0.1 0.0 0.1
H -1.71942 3.86567 -6.81994 0.0 0.0 0.0
H -0.20844 3.97891 -7.71348 0.0 0.1 0.1
H -1.06153 6.94145 -5.39949 -0.1 0.0 0.0
H -0.87022 5.83501 -4.03211 0.0 0.0 0.0
H -2.16111 5.56580 -5.18879 0.0 -0.1 0.0
H 0.48683 2.05913 -6.44986 0.0 -0.1 0.0
H 2.07511 1.54904 -7.03596 0.1 0.0 0.2
H 1.26461 2.84569 -7.84870 0.0 0.0 0.0
H 2.48501 1.89929 -4.48061 0.0 0.0 0.0
H 3.49919 3.34109 -4.38714 0.0 0.0 0.0
H 3.80430 2.15747 -5.64919 -0.1 0.0 -0.1
H 1.68893 7.74328 -5.06842 0.1 0.1 0.0
H 3.42347 7.50038 -5.36801 0.0 0.0 -0.1
H 2.65941 6.72527 -3.99129 0.0 0.0 0.0
H 1.39814 6.76739 -7.54427 0.0 -0.1 0.0
H 2.13861 5.17425 -7.83976 -0.1 -0.1 0.1
H 3.16156 6.55828 -7.53383 0.0 0.0 0.1
C 0.32039 -4.94374 6.27497 0.2 -0.2 0.0
N -1.09302 -5.18807 6.44625 0.0 0.0 -0.3
C -1.53719 -4.95915 7.81084 -0.3 -0.2 0.0
P -2.34391 -5.39587 5.28050 5.3 1.5 -2.2
O -3.06970 -4.09103 5.33646 -2.4 -1.8 1.2
N -1.77834 -5.34310 3.62820 0.9 -0.1 0.0
C -0.55265 -4.64202 3.26963 0.1 0.1 0.2
C -2.85569 -4.95036 2.72457 -0.3 -0.2 0.1
N -2.35350 -7.10483 5.25447 -3.9 0.3 0.8
C -3.38591 -7.76954 6.04767 0.1 0.1 0.2
C -1.14946 -7.87090 5.12624 0.6 0.2 0.0
H 0.89780 -5.56734 6.96863 0.0 0.1 0.1
H 0.58089 -3.89352 6.46503 0.0 0.0 0.0
H 0.67729 -5.19280 5.28317 -0.1 0.0 0.1
H -1.46666 -5.87435 8.41337 0.1 0.1 0.1
H -2.57469 -4.61978 7.83935 0.0 0.0 0.0
H -0.93814 -4.18526 8.29682 0.0 0.0 -0.1
H -0.44248 -3.68481 3.79705 0.1 0.0 -0.1
H -0.52017 -4.43755 2.19876 -0.3 0.0 0.0
H 0.32719 -5.26039 3.45609 0.0 0.1 0.1
H -3.02669 -3.86787 2.72085 0.0 0.0 0.0
H -3.79466 -5.42982 3.00937 0.0 0.0 0.0
H -2.62254 -5.27727 1.70971 0.1 0.0 0.0
H -3.11303 -7.85134 7.11033 0.0 -0.1 0.0
H -3.58035 -8.77368 5.66523 0.1 0.0 0.0
H -4.32623 -7.21777 5.98575 0.0 0.0 0.0
H -0.64338 -8.01914 6.09051 0.0 0.1 0.0
H -0.45129 -7.41578 4.42537 -0.1 0.1 0.0
H -1.40217 -8.85287 4.71842 -0.1 0.0 0.0
```
Forces are in eV/Å.


(3)
This record from OMol25 describes a gas-phase ion, C23H47N4O5P2 (charge +1). The level of theory is the ωB97M-V functional and the def2-TZVPD basis.

Output
- LUMO energy (eV) = -3.30
- charge = +1
- Kohn-Sham gap (eV) = 7.3280

The geometry in XYZ format:
```
81
Properties=species:S:1:pos:R:3:forces:R:3
C 2.74454 -3.74505 -0.82332 -0.5 -0.4 -0.3
C 1.53838 -3.10060 -1.53775 0.3 0.2 0.6
C 1.84646 -1.65045 -2.06898 -0.3 -1.1 0.4
C 1.12138 -0.70950 -1.19345 0.6 0.2 0.9
N -0.05469 -0.25923 -1.47487 1.7 -2.5 -0.7
N -0.65646 -0.59133 -2.68710 -1.8 2.6 0.5
C -1.79422 -1.21950 -2.66871 0.1 -0.2 0.2
C -2.92434 -0.64684 -3.46450 0.6 -0.3 -1.3
C -2.07680 -2.52593 -1.97248 -0.6 0.4 0.2
C -0.63991 0.65358 -0.41615 0.4 -0.1 -0.4
C -1.47776 -0.31016 0.44225 -0.6 0.8 -0.4
C -1.91677 0.16671 1.82636 0.1 -1.2 0.0
C -3.02673 -0.76358 2.32048 0.5 0.0 0.3
O -2.34713 -1.89515 2.86158 -0.3 0.0 -0.4
C -3.18311 -3.02509 2.99691 0.2 -0.6 0.3
C -1.38651 1.78934 -1.15166 -0.3 0.7 0.5
C -2.67632 2.28766 -0.50182 -1.6 -0.8 0.6
O -3.63103 1.52770 -0.38933 1.2 0.6 -0.4
N -2.79543 3.66122 -0.09461 0.2 0.0 -0.7
C -3.97174 4.28086 -0.74877 -0.1 0.2 0.8
C -2.98910 3.76450 1.35102 0.2 -0.7 0.5
C 0.74909 1.15074 0.13841 -1.1 -0.6 0.4
P 0.86421 2.39110 1.47365 2.3 1.2 0.4
O 2.25047 2.81762 1.69906 0.2 -0.4 -0.2
O 0.04072 3.67533 0.98632 -0.8 -0.9 0.0
O 0.23026 1.89786 2.83671 -1.0 -0.2 -0.5
C 1.67990 -0.13906 0.13076 -0.6 1.1 -2.0
N 1.60890 -1.05352 1.22908 0.8 0.2 0.0
C 2.42269 -0.70995 2.40227 -0.4 -0.8 1.2
C 2.20858 -1.82074 3.44843 0.9 0.2 -0.7
P 3.40776 0.58497 -0.24210 0.7 0.7 1.2
C 4.66636 -0.78183 -0.18376 -0.5 0.3 0.1
C 3.45715 1.17547 -1.99085 0.1 -0.4 -0.6
C 4.71145 2.05875 -2.16622 -0.4 -0.5 0.0
H 2.68539 -4.82184 -0.98622 0.3 0.0 0.0
H 2.69032 -3.60468 0.25472 0.1 0.3 0.0
H 3.68846 -3.36955 -1.21073 0.1 -0.1 0.0
H 1.16902 -3.74920 -2.32883 0.0 0.1 -0.2
H 0.76228 -3.03378 -0.77045 -0.3 -0.1 -0.3
H 1.56605 -1.53339 -3.11474 -0.2 0.1 0.0
H 2.92008 -1.51993 -1.99453 0.0 0.3 0.1
H -3.79933 -0.54877 -2.81956 0.1 -0.2 0.1
H -3.17283 -1.28259 -4.32068 -0.3 -0.1 0.2
H -2.66773 0.32765 -3.87126 0.1 0.0 0.1
H -1.97350 -2.48159 -0.89062 0.3 -0.2 -0.1
H -3.10312 -2.82086 -2.18868 0.0 0.0 0.1
H -1.44379 -3.29135 -2.42190 0.3 0.1 0.2
H -2.38746 -0.50785 -0.13360 0.1 0.1 0.0
H -0.95587 -1.26525 0.47469 0.1 0.0 0.4
H -1.09244 -0.03365 2.51071 0.0 0.5 0.2
H -2.20674 1.20951 1.88006 0.0 0.0 -0.1
H -3.63774 -0.27855 3.08758 -0.1 -0.1 0.0
H -3.65994 -1.11911 1.50114 -0.2 0.3 0.0
H -2.54755 -3.91186 2.99145 0.1 0.1 0.0
H -3.89827 -3.13265 2.17560 0.0 0.2 0.0
H -3.71895 -3.03737 3.95065 -0.1 0.2 -0.1
H -1.68136 1.48064 -2.15424 0.0 -0.3 0.1
H -0.73383 2.64707 -1.29889 0.1 -0.1 0.1
H -4.13992 3.91730 -1.75808 0.1 0.0 0.0
H -3.82133 5.35967 -0.73114 0.1 0.0 -0.3
H -4.85999 4.09998 -0.13264 -0.2 -0.2 -0.3
H -3.14871 4.79690 1.64992 0.0 0.1 -0.2
H -2.12015 3.39554 1.89433 0.1 0.2 -0.1
H -3.83620 3.14174 1.67387 -0.2 0.3 -0.1
H 1.10400 1.72673 -0.72313 0.2 0.4 0.3
H 0.51716 4.07660 0.24950 0.0 0.3 0.1
H 0.64295 2.37156 3.57194 0.1 0.1 0.0
H 0.66268 -1.17696 1.56958 -0.1 -0.1 -0.2
H 3.49156 -0.68423 2.20504 -0.1 0.2 -0.4
H 2.14366 0.22743 2.88872 0.0 0.2 -0.4
H 1.15266 -2.02251 3.62185 0.0 0.1 0.2
H 2.70479 -2.72068 3.07980 -0.3 -0.2 0.0
H 2.74949 -1.53256 4.34886 -0.4 0.0 0.2
H 5.45288 -0.41530 0.47505 0.1 0.0 -0.1
H 5.09529 -1.01354 -1.15818 -0.1 -0.2 0.0
H 4.24021 -1.65158 0.31326 0.0 -0.2 -0.3
H 2.57554 1.74214 -2.30303 -0.1 0.0 0.3
H 3.55621 0.36965 -2.72578 -0.2 -0.1 0.1
H 4.71658 2.41827 -3.19438 0.1 0.2 0.1
H 4.71925 2.87946 -1.45350 0.1 0.1 -0.1
H 5.59998 1.43740 -2.05039 0.1 0.2 0.2
```
Forces are in eV/Å.


Which value of charge does entry 1 give?
+1